(1)
C2H2N4O2 | ωB97M-V/def2-TZVPD

Element x y z (Å)
O 0.015 1.129 -0.451
O -1.881 -1.656 -0.480
N -1.144 1.496 -1.134
N 0.704 -0.803 0.554
N -0.265 -0.154 0.018
N -1.950 0.556 -1.332
C 1.745 -0.189 1.005
C -1.376 -0.591 -0.688
H 2.369 -0.691 1.699
H 1.783 0.903 0.809

* energy relative to the best compared isomer or geometry (same formula, charge and spin): 601.39 kJ/mol
* molecular weight: 114.06 u
* SMILES: C=Nn1onnc1=O
* E: -446.74366 Ha
* 2S+1: 1
* gap between HOMO and LUMO: 9.1 eV
* E_LUMO: -1.02 eV

Atom charges from the Löwdin analysis, given in e for atoms 1 to 4: atom 1 (O): -0.02, atom 2 (O): 0.12, atom 3 (N): 0.07, atom 4 (N): 0.04

(2)
C9H17N2O | ωB97M-V/def2-TZVPD

Element x y z (Å)
O -3.039 0.152 -0.450
N 0.198 -1.535 -0.223
N -0.990 1.624 0.108
C 1.098 0.433 -1.412
C -1.793 0.929 -0.878
C 0.861 -0.164 -0.017
C -1.897 -0.498 -0.571
C -1.832 2.462 1.008
C -0.025 0.781 0.906
C -1.234 -1.538 -0.230
C -1.876 -2.846 0.187
C 2.188 -0.450 0.625
H -1.764 2.019 2.052
H 0.664 -1.947 -1.005
H -1.407 -3.263 1.043
H -1.443 3.514 0.955
H 2.923 -1.199 0.142
H -1.665 1.111 -1.936
H -1.815 -3.671 -0.606
H 0.415 -2.044 0.551
H -2.872 2.305 0.584
H 1.973 -0.544 1.701
H 2.876 0.447 0.626
H -2.952 -2.696 0.292
H 1.940 1.070 -1.467
H 1.253 -0.481 -2.055
H 0.296 0.945 -1.947
H 0.535 1.608 1.502
H -0.652 0.126 1.736

* energy relative to the best compared isomer or geometry (same formula, charge and spin): 399.09 kJ/mol
* molecular weight: 169.25 u
* SMILES: CC1=C2O[C@H]2N(C)CC(C)(C)[NH2+]1
* E: -537.48584 Ha
* 2S+1: 1
* gap between HOMO and LUMO: 10.1 eV
* charge: +1
* E_LUMO: -2.90 eV

Atom charges from the Löwdin analysis, given in e for atoms 1 to 4: atom 1 (O): 0.15, atom 2 (N): 0.16, atom 3 (N): -0.17, atom 4 (C): 0.01

(3)
C3H5NO | ωB97M-V/def2-TZVPD

Element x y z (Å)
O 3.872 -0.121 -0.154
N 2.764 -0.501 0.154
C 1.720 0.548 0.183
C -0.600 -0.696 -0.050
C 0.381 0.413 0.002
H -0.718 -0.839 -1.155
H -0.289 -1.604 0.484
H 1.928 1.649 0.109
H -0.070 1.398 0.178
H -1.560 -0.430 0.289

* energy relative to the best compared isomer or geometry (same formula, charge and spin): 353.49 kJ/mol
* molecular weight: 71.08 u
* SMILES: C/C=C\N=O
* E: -247.17260 Ha
* 2S+1: 1
* gap between HOMO and LUMO: 8.6 eV
* E_LUMO: -0.49 eV

Atom charges from the Löwdin analysis, given in e for atoms 1 to 4: atom 1 (O): -0.03, atom 2 (N): -0.06, atom 3 (C): -0.13, atom 4 (C): -0.09

(4)
C3H4N2O | ωB97M-V/def2-TZVPD

Element x y z (Å)
O -0.210 0.994 0.993
N -0.636 -1.199 0.433
N 2.329 0.942 -2.069
C -0.560 -0.314 1.318
C 1.523 0.204 -1.695
C -0.509 1.558 -0.167
H -0.900 -2.095 0.838
H 0.777 -0.484 -1.329
H -1.118 0.792 -0.719
H -0.696 -0.399 2.396

* energy relative to the best compared isomer or geometry (same formula, charge and spin): 489.39 kJ/mol
* molecular weight: 84.08 u
* E: -301.30083 Ha
* 2S+1: 1
* gap between HOMO and LUMO: 9.1 eV
* E_LUMO: -0.24 eV

Atom charges from the Löwdin analysis, given in e for atoms 1 to 4: atom 1 (O): -0.14, atom 2 (N): 0.13, atom 3 (N): 0.07, atom 4 (C): -0.26

(5)
C17H49Cl4O16P | ωB97M-V/def2-TZVPD

Element x y z (Å)
Cl -5.236 3.658 3.398
Cl -1.259 -1.741 -7.784
Cl -3.975 -0.624 -7.882
Cl -3.417 6.066 3.227
P 4.212 -3.393 -1.507
O 4.704 -4.644 -2.379
O 2.751 4.896 4.299
O -3.439 0.137 -1.373
O -5.211 3.259 -3.784
O 2.847 -3.428 -0.978
O -3.199 5.478 -2.605
O 1.396 2.294 4.831
O -1.468 2.157 -0.541
O -3.179 -4.065 -2.893
O 4.538 -2.101 -2.460
O -1.335 -5.835 -4.614
O 4.858 2.173 2.198
O -1.686 -1.909 5.583
O -2.675 -4.678 5.891
O 5.293 -3.201 -0.382
O 2.987 3.645 0.350
C 0.913 3.605 5.370
C -4.343 5.597 -3.490
C -4.451 4.299 -4.378
C -1.136 -2.855 6.497
C -1.351 -5.651 -3.184
C 5.967 -4.662 -3.053
C -2.736 -1.389 -6.832
C -3.016 0.466 -0.064
C 4.389 3.498 0.288
C -1.506 0.885 0.010
C 3.609 -1.921 -3.530
C 2.091 4.555 5.558
C -4.687 5.071 2.444
C 5.513 -4.159 0.627
C -2.158 -3.876 6.954
C -1.806 -4.290 -2.729
C 4.756 2.084 0.815
H 6.456 -4.700 0.548
H -0.296 -3.318 5.979
H -1.241 -3.525 -3.260
H -3.795 0.916 -1.808
H -2.098 -6.312 -2.745
H -3.334 -3.144 -2.670
H 2.823 4.108 1.175
H -3.202 4.586 -2.251
H 0.339 3.465 6.286
H -0.397 -5.952 -2.751
H -3.619 1.332 0.208
H 5.740 1.824 0.427
H 2.807 4.028 6.188
H -5.221 5.784 -2.871
H 5.840 -5.049 -4.064
H -2.252 -5.744 -4.883
H 3.956 2.440 2.391
H 6.374 -3.658 -3.175
H 5.460 -3.619 1.572
H -2.632 -0.764 -5.944
H -4.195 6.526 -4.040
H -5.549 5.694 2.203
H -3.308 -0.330 0.620
H -2.464 -2.386 5.286
H 0.654 1.704 4.988
H 2.899 -1.113 -3.352
H 4.045 -1.740 -4.512
H 4.613 3.653 -0.767
H 4.652 -4.827 0.619
H -4.697 4.571 -5.404
H 1.787 5.452 6.099
H 3.658 5.122 4.519
H 3.042 -2.821 -3.766
H -2.978 -3.314 7.401
H -1.749 -4.520 7.733
H 4.876 4.315 0.821
H -3.082 -2.319 -6.381
H 6.696 -5.294 -2.546
H -3.562 -4.917 6.169
H -1.183 0.871 1.051
H -0.616 2.537 -0.312
H 4.077 1.314 0.449
H -0.701 -2.316 7.339
H -1.514 -4.181 -1.684
H -6.147 3.464 -3.835
H -3.458 3.878 -4.533
H 0.185 3.957 4.639
H -4.294 4.808 1.462
H -0.950 0.113 -0.522

* molecular weight: 682.35 u
* SMILES: COP(=O)(OC)OC.ClCCl.ClCCl.OCCO.OCCO.OCCO.OCCO.OCCO.OCCO
* E: -4062.97654 Ha
* 2S+1: 1
* gap between HOMO and LUMO: 10.0 eV
* E_LUMO: 0.35 eV

Atom charges from the Löwdin analysis, given in e for atoms 1 to 4: atom 1 (Cl): 0.48, atom 2 (Cl): 0.48, atom 3 (Cl): 0.47, atom 4 (Cl): 0.48

(6)
Br2HNS2 | ωB97M-V/def2-TZVPD

Element x y z (Å)
Br -0.464 2.349 0.343
Br 2.857 -0.148 0.607
S -0.996 -2.085 0.166
S 0.338 0.349 0.514
N -0.725 -0.455 -0.371
H -1.011 -0.010 -1.259

* energy relative to the best compared isomer or geometry (same formula, charge and spin): 189.02 kJ/mol
* molecular weight: 238.96 u
* E: -5999.66251 Ha
* 2S+1: 1
* gap between HOMO and LUMO (alpha / beta): 6.9 / 6.5 eV
* E_LUMO (alpha / beta): -2.50 / -2.38 eV

Atom charges from the Löwdin analysis, given in e for atoms 1 to 4: atom 1 (Br): 0.31, atom 2 (Br): -0.04, atom 3 (S): 0.55, atom 4 (S): 0.09